Record 1
12
Properties=species:S:1:pos:R:3 method="wB97M-V/def2-TZVPD" largest_force_ev_per_a=6.97 homo_energy_ev=-9.810 spin_multiplicity=1 total_energy_ev=-11178.3782 e_above_lowest_ev=5.591 orbital_gap_ha=0.3242
C -0.15851 0.08802 -0.06273
C 1.81572 -0.44396 -0.05228
C 1.68833 0.99067 -0.13864
H -2.93946 -1.29779 0.89539
H -1.66919 -1.38996 -0.78710
H -1.60039 1.56871 0.21299
H 2.66980 1.43960 -0.03301
N -2.49016 -0.67365 -0.19310
N -1.39544 0.35367 0.18466
N 0.56365 -1.02584 -0.05340
N 0.51103 1.34288 -0.05642
O 3.00461 -0.95236 0.08363



Record 2
58
Properties=species:S:1:pos:R:3 method="wB97M-V/def2-TZVPD" largest_force_ev_per_a=0.71 homo_energy_ev=-7.370 spin_multiplicity=1 total_energy_ev=-37884.5620 e_above_lowest_ev=0.174 smiles="CCN(CCCNC(=O)CNC(=O)Cn1cnc2ccccc2c1=O)c1ccccc1" orbital_gap_ha=0.2748
C -0.16348 -4.60750 1.28621
H 0.07794 -5.23452 0.43203
H 0.73726 -4.07704 1.58659
H -0.48594 -5.24130 2.10839
C -1.26440 -3.60843 0.92341
N -0.87482 -2.73406 -0.16183
C -0.85391 -3.17966 -1.46674
C -1.40121 -4.42508 -1.81390
C -1.42007 -4.86744 -3.12143
C -0.88937 -4.09969 -4.14232
C -0.32985 -2.87678 -3.81865
C -0.31016 -2.42284 -2.51512
H 0.16368 -1.47223 -2.33676
H 0.10526 -2.25821 -4.59052
H -0.90526 -4.44906 -5.16320
H -1.85625 -5.83192 -3.34093
H -1.82521 -5.07063 -1.06282
C -0.37577 -1.44542 0.25533
H 0.28528 -1.02531 -0.50054
C -1.51635 -0.45765 0.55498
H -2.18775 -0.89757 1.29405
H -1.10012 0.45516 0.98811
C -2.33775 -0.09495 -0.68631
N -1.61094 0.77593 -1.58023
C -1.76426 2.11033 -1.56578
O -2.60263 2.70403 -0.92285
C -0.72378 2.83492 -2.44059
N 0.55279 2.86499 -1.75380
C 1.36938 1.80573 -1.72757
O 1.17911 0.76744 -2.33760
C 2.58678 1.98161 -0.80701
N 2.18534 1.62415 0.54125
C 2.40341 0.37172 1.02605
N 2.02549 -0.06260 2.16496
C 1.33435 0.79350 2.98413
C 0.89175 0.34250 4.23176
C 0.19433 1.19189 5.05949
C -0.08106 2.50287 4.66870
C 0.34362 2.96388 3.44430
C 1.05625 2.11664 2.59131
C 1.48817 2.57839 1.28384
O 1.27995 3.68603 0.81559
H 0.13988 3.97115 3.11450
H -0.63067 3.15458 5.33034
H -0.14548 0.84222 6.02308
H 1.11320 -0.67336 4.51773
H 2.94207 -0.30329 0.37374
H 3.38530 1.31502 -1.13440
H 2.92685 3.01966 -0.80852
H 0.69223 3.59142 -1.05634
H -0.59766 2.30739 -3.38908
H -1.05060 3.85916 -2.61697
H -0.84153 0.37879 -2.10412
H -3.23826 0.44500 -0.38464
H -2.61926 -1.00256 -1.22540
H 0.22265 -1.57571 1.16434
H -2.18766 -4.13692 0.67115
H -1.48211 -2.98588 1.79404



Record 3
57
Properties=species:S:1:pos:R:3 method="wB97M-V/def2-TZVPD" largest_force_ev_per_a=1.23 homo_energy_ev="-8.175 / -8.161" spin_multiplicity=2 s2=0.751 total_energy_ev=-95655.3395 orbital_gap_ha="0.3173 / 0.3166"
Yb -0.58967 -1.44827 0.69733
O -3.53917 -0.93790 -2.27353
C -2.74781 -1.48550 -1.50766
N -2.67906 -1.39721 -0.16989
C -3.66260 -0.49707 0.39390
C -3.19102 0.16505 1.65822
C -3.87696 1.26900 2.15284
C -3.47163 1.83235 3.34275
C -2.37434 1.29506 4.00737
C -1.71862 0.23166 3.43138
N -2.12026 -0.33606 2.28132
C -1.71670 -2.42216 -2.11019
C -1.86927 -2.86113 -3.41424
C -0.95645 -3.77055 -3.91584
C 0.07951 -4.20599 -3.10250
C 0.17722 -3.69208 -1.82418
N -0.70015 -2.81411 -1.33678
H -4.58051 -1.04496 0.64651
H -3.95845 0.26596 -0.32877
H -4.71283 1.66717 1.59247
H -3.99302 2.69133 3.74692
H -2.01462 1.70625 4.93991
H -0.82834 -0.18900 3.87556
H -2.70163 -2.47678 -3.98562
H -1.05168 -4.14122 -4.92878
H 0.80919 -4.92541 -3.44753
H 0.97948 -3.97592 -1.15856
N 2.70921 6.15862 -1.56013
C 2.16226 4.95249 -1.20656
C 2.65544 4.25462 -0.09735
C 2.10358 3.04582 0.26836
C 1.04534 2.52130 -0.46523
C 0.54684 3.19940 -1.57451
C 1.10387 4.40588 -1.94384
S 0.34236 1.01594 0.00176
O 0.59813 0.79552 1.42782
O -1.07165 1.01228 -0.33340
N 0.90037 -0.27499 -0.74673
C 2.10846 -0.80934 -0.27893
N 1.98669 -2.07830 0.12571
C 3.07911 -2.66075 0.61694
C 4.28856 -2.00582 0.68139
C 4.29529 -0.68564 0.24872
N 3.21910 -0.07305 -0.22756
H 3.46338 6.55578 -1.03480
H 2.36763 6.67098 -2.34933
H 3.47397 4.67187 0.47811
H 2.48245 2.50722 1.12614
H -0.28310 2.78567 -2.13264
H 0.71456 4.94177 -2.80180
H 2.96282 -3.67735 0.97679
H 5.17450 -2.48513 1.07097
H 5.20704 -0.09783 0.28850
Cl 0.75909 -2.12173 3.07117
C -0.40479 -3.30551 2.16752
H -1.17126 -3.51480 2.91222
H 0.19013 -4.20741 2.02828



Record 4
85
Properties=species:S:1:pos:R:3 method="wB97M-V/def2-TZVPD" largest_force_ev_per_a=0.76 homo_energy_ev=-14.021 charge=+2 spin_multiplicity=1 total_energy_ev=-138715.4844 e_above_lowest_ev=0.000 orbital_gap_ha=0.3083
Sc -0.05149 -0.61849 1.03622
C -2.63085 -2.22961 2.39752
O -1.82188 -1.03645 2.33513
C -1.72181 -0.36357 3.60335
C -0.97661 0.93387 3.39733
O 0.26635 0.73241 2.68118
C 1.46599 0.43903 3.44518
C 1.50981 -1.03346 3.80283
O 1.00250 -1.75362 2.67044
C 1.30064 -3.16456 2.70552
H -3.65537 -1.95943 2.65004
H -2.22938 -2.91316 3.14671
H -2.60523 -2.69653 1.41509
H -1.22443 -1.02595 4.31288
H -2.72488 -0.14580 3.97590
H -0.77435 1.41803 4.35190
H -1.56065 1.60526 2.77151
H 1.50910 1.07976 4.32414
H 2.28496 0.67920 2.77138
H 0.91615 -1.28104 4.68424
H 2.54421 -1.32639 3.99118
H 2.37877 -3.30866 2.75661
H 0.92003 -3.60247 1.78622
H 0.82303 -3.62280 3.57181
C 3.78552 -0.66141 -2.43831
C 3.80835 -1.49190 -1.16509
C 4.83709 -2.59795 -1.28840
O 2.48041 -2.10077 -1.02456
B 1.74774 -1.36769 -0.16059
O 2.52144 -0.38141 0.48805
C 3.93433 -0.62178 0.12777
C 4.54790 -1.37612 1.29912
C 4.62141 0.71277 -0.05746
H 3.49613 -1.29809 -3.27388
H 4.77272 -0.24982 -2.65014
H 3.07600 0.16358 -2.36282
H 4.67157 -3.13778 -2.21990
H 4.77325 -3.31126 -0.46946
H 5.84474 -2.17906 -1.31433
H 4.06964 -2.34712 1.43361
H 4.43071 -0.78439 2.20987
H 5.61465 -1.53965 1.14617
H 4.10303 1.34129 -0.77901
H 5.64510 0.55893 -0.40418
H 4.66978 1.24332 0.89466
C -4.73042 -0.43251 -0.36957
Si -3.83788 1.20163 -0.26048
C -3.96385 1.85336 1.48661
C -4.44359 2.45491 -1.49075
As -1.54285 0.78844 -0.75462
Si -0.51068 2.82184 -1.42438
C -0.95902 4.05693 -0.10127
C -1.15470 3.28463 -3.10632
C 1.32137 2.49598 -1.48354
Si -1.55341 -0.71031 -2.61802
C -1.81190 -2.38543 -1.82135
C -2.92915 -0.23991 -3.77983
C 0.09043 -0.56722 -3.47282
H -5.77477 -0.27886 -0.08041
H -4.30969 -1.17606 0.30966
H -4.72716 -0.85159 -1.37758
H -4.99565 2.17079 1.66629
H -3.31942 2.71638 1.66330
H -3.73475 1.07626 2.21911
H -5.51591 2.62393 -1.35998
H -4.27677 2.12702 -2.51873
H -3.93933 3.41398 -1.35037
H -2.03801 4.20971 -0.03852
H -0.50325 5.02424 -0.33161
H -0.59215 3.74580 0.88024
H -2.22083 3.51397 -3.09296
H -0.99111 2.48027 -3.82681
H -0.62410 4.16794 -3.47272
H 1.72459 2.10856 -0.54571
H 1.84015 3.43299 -1.70924
H 1.55398 1.78891 -2.28286
H -2.71661 -2.38973 -1.20594
H -0.94120 -2.66007 -1.21618
H -1.93119 -3.16473 -2.57930
H -3.92433 -0.29691 -3.33503
H -2.91323 -0.91519 -4.64082
H -2.77909 0.77503 -4.15541
H 0.92045 -0.79757 -2.80432
H 0.23140 0.43238 -3.89030
H 0.12752 -1.27910 -4.30289



Record 5
10
Properties=species:S:1:pos:R:3 method="wB97M-V/def2-TZVPD" largest_force_ev_per_a=5.54 homo_energy_ev="-9.782 / -9.780" spin_multiplicity=1 total_energy_ev=-10682.8409 e_above_lowest_ev=5.616 orbital_gap_ha="0.2842 / 0.2841"
C 1.25537 -0.78842 -0.00548
C -0.91780 0.26708 -0.02921
N 1.65854 0.48347 0.00949
N -0.15375 -0.92335 -0.13191
N 0.01900 1.33613 0.00632
O -0.12808 2.51662 0.02639
O 1.96293 -1.76751 0.06569
H -1.59982 0.38864 -0.89035
H -1.53504 0.31179 0.89061
H -0.56135 -1.82444 0.05845



Record 6
21
Properties=species:S:1:pos:R:3 method="wB97M-V/def2-TZVPD" largest_force_ev_per_a=0.92 homo_energy_ev=-13.325 charge=+1 spin_multiplicity=1 total_energy_ev=-17730.1921 e_above_lowest_ev=1.088 orbital_gap_ha=0.3708
C 1.05535 -0.15283 -2.80265
C -0.00541 -0.73156 -1.86097
C 0.65338 -1.45240 -0.69453
S -0.60934 -2.29074 0.33277
H 0.56253 0.34479 -3.62963
H 1.68330 -0.94024 -3.21689
H 1.66485 0.58459 -2.28303
H -0.61485 0.09770 -1.48136
H -0.66686 -1.39721 -2.40648
H 1.20061 -0.74187 -0.08826
H 1.36408 -2.18893 -1.05327
H 0.19212 -2.52766 1.38031
C -0.37639 1.13457 2.41280
C 0.05027 2.35424 2.19775
N -1.47511 0.54808 1.59553
H 0.01218 0.44123 3.14022
H 0.85671 2.73617 2.79351
H -0.39383 3.00177 1.44455
H -2.16824 0.10520 2.20444
H -1.91406 1.27766 1.03195
H -1.07131 -0.20256 0.98325



Record 7
76
Properties=species:S:1:pos:R:3 method="wB97M-V/def2-TZVPD" largest_force_ev_per_a=4.45 homo_energy_ev="-9.302 / -9.379" charge=+1 spin_multiplicity=3 s2=2.004 total_energy_ev=-110047.5510 e_above_lowest_ev=3.196 orbital_gap_ha="0.2683 / 0.2705"
Pt -0.04088 0.25010 -0.02061
C -1.64668 -2.69618 1.34077
O -2.96394 -2.67119 1.80585
O -1.26798 -1.37604 0.98044
C -0.71826 -3.57137 2.22337
F -1.17240 -4.76557 2.35722
F 0.54253 -3.64308 1.60068
F -0.47692 -3.05221 3.42530
C -3.31096 -2.09566 3.09543
C -4.55581 -2.92351 3.56676
H -4.36514 -3.98681 3.71215
H -5.12439 -2.53379 4.41112
H -5.27323 -3.00557 2.75026
H -3.61939 -1.05204 3.03371
H -2.57133 -2.05925 3.89527
H -1.79907 -3.16282 0.36757
C 2.16391 1.95686 -3.70563
S 1.82015 2.49189 -1.95671
O 1.29735 1.29440 -1.20808
C 3.52366 2.70942 -1.28529
H 2.94700 1.19873 -3.69446
H 2.58116 2.74467 -4.33281
H 1.20743 1.60627 -4.09334
H 3.53134 2.51167 -0.21341
H 3.89291 3.61045 -1.77511
H 4.20488 1.95931 -1.68700
C 3.20742 -1.86410 1.90291
S 3.31265 -0.03270 1.49527
O 1.90482 0.58506 1.25457
C 3.84043 0.55019 3.22210
H 2.81086 -2.05697 2.89973
H 4.25351 -2.16652 1.85464
H 2.52687 -2.33066 1.19068
H 4.28032 1.54706 3.25120
H 4.69967 -0.04438 3.53240
H 3.03428 0.58060 3.95510
C 4.06556 -1.44405 -1.61371
S 2.35175 -2.12200 -1.63751
O 1.48675 -1.22863 -0.68627
C 2.00544 -1.69832 -3.36017
H 4.64024 -1.68550 -0.71955
H 4.03600 -0.37949 -1.84596
H 4.55335 -1.94627 -2.44913
H 2.94345 -1.92523 -3.86687
H 1.68982 -0.66487 -3.50311
H 1.24046 -2.33785 -3.80052
C -0.48542 0.31445 3.97565
S -0.41772 1.90599 3.07997
O -0.49055 1.59908 1.58389
C -2.06099 2.46343 3.56081
H 0.54950 -0.02302 4.03179
H -1.14200 -0.30796 3.36769
H -0.96638 0.45535 4.94359
H -2.40442 3.41245 3.14907
H -2.25725 2.48547 4.63277
H -2.82016 1.87240 3.04852
C -2.23495 -2.36694 -3.04654
S -2.05708 -0.55886 -2.85043
O -0.84347 -0.33788 -1.97606
C -1.63409 -0.15118 -4.58010
H -2.98998 -2.54449 -3.81237
H -2.57844 -2.85410 -2.13396
H -1.25231 -2.75667 -3.31228
H -0.84097 -0.84355 -4.86235
H -1.18942 0.82482 -4.77447
H -2.47328 -0.37241 -5.23958
C -3.17874 4.02827 -0.48562
S -2.23321 2.88999 -1.63104
O -1.30066 2.10562 -0.66300
C -1.18240 4.07599 -2.58692
H -2.50499 4.43210 0.27008
H -3.94284 3.37857 -0.05886
H -3.73438 4.86316 -0.91262
H -0.60775 3.55325 -3.35154
H -0.51856 4.65510 -1.94500
H -1.89668 4.72749 -3.09034



Record 8
144
Properties=species:S:1:pos:R:3 method="wB97M-V/def2-TZVPD" largest_force_ev_per_a=4.56 homo_energy_ev=-10.574 charge=+1 spin_multiplicity=1 total_energy_ev=-222831.3092 orbital_gap_ha=0.2942
C -1.94943 0.29814 6.08788
C -0.54399 -0.04710 6.68800
C 0.66015 0.83986 6.20827
C 0.32899 2.35903 5.90261
C 0.14259 2.57186 4.37228
N 0.67291 3.83976 3.67940
C 0.11824 4.94069 4.52003
C -0.28785 6.32549 3.94082
F 0.81456 5.27051 5.69902
C -0.25903 3.76601 2.44590
C 0.06684 4.48810 1.12100
C 0.47453 3.49545 -0.07268
C -0.52770 2.35673 -0.41985
C 0.22571 1.44035 -1.49454
Cl -0.42548 -0.24579 -1.55538
C -1.01654 5.42561 0.44479
C -1.02530 6.96398 0.88723
C -2.50964 4.99774 0.28504
C -3.34500 4.31890 1.41045
C -3.32217 2.72224 1.41622
O 1.23972 5.29427 1.29428
C 2.30150 4.87997 2.05402
Br 3.78893 4.34587 0.79357
Br 3.02890 6.68718 2.66176
C 2.10411 3.80560 3.26648
C 2.74289 2.38161 3.00705
C 2.27647 1.43550 1.88658
C 3.34414 0.97288 0.78463
N 1.13450 0.86864 1.72556
P 3.41077 4.44393 4.57653
C 3.58676 3.28169 6.05020
C 3.27547 4.15433 7.36320
C 5.17417 4.48126 3.98692
C 6.03108 5.11801 5.19852
H -2.31392 1.22329 6.62287
H -1.93892 0.56239 5.00406
H -2.73365 -0.47128 6.30632
H -0.58155 -0.12054 7.80691
H -0.31354 -1.09776 6.35432
H 1.17040 0.29976 5.37085
H 1.40812 0.84545 7.04943
H 1.05411 2.98277 6.45950
H -0.63953 2.55726 6.44374
H 0.45267 1.62770 3.86538
H -0.97393 2.50477 4.23767
H -0.86004 4.57504 4.93792
H -0.41081 7.05772 4.78075
H -1.32667 6.22196 3.52190
H 0.33141 6.80030 3.16809
H -1.24995 4.09943 2.82308
H -0.41968 2.68655 2.17992
H 1.45650 2.99859 0.09892
H 0.67357 4.05491 -1.02756
H -0.80031 1.66343 0.40804
H -1.46223 2.64166 -0.94354
H 0.01048 1.92563 -2.48298
H 1.33565 1.47985 -1.36908
H -0.67795 5.57424 -0.62054
H -0.02149 7.37870 1.11398
H -1.40288 7.55783 0.00866
H -1.79314 7.16958 1.68083
H -2.66935 4.42064 -0.66817
H -3.06889 5.95128 0.05574
H -4.42606 4.55954 1.21349
H -3.17174 4.72046 2.45016
H -4.29375 2.32641 1.81058
H -3.27827 2.41738 0.34424
H -2.46628 2.29605 1.98581
H 3.85784 2.41687 2.91280
H 2.61388 1.79393 3.96331
H 3.45483 -0.13525 0.81694
H 4.33311 1.46432 0.98086
H 3.00051 1.28604 -0.23648
H 1.11493 0.28511 0.88686
H 4.63967 2.92419 6.22497
H 2.97930 2.34787 6.00934
H 4.22002 4.26749 7.96076
H 2.50217 3.65345 7.99340
H 2.99513 5.20356 7.09141
H 5.57135 3.42855 3.89715
H 5.42168 5.09273 3.10061
H 5.30692 5.65450 5.85927
H 6.60057 4.32165 5.72642
H 6.73335 5.87209 4.76300
C 3.24411 -5.57151 -2.21101
C 3.85805 -4.96587 -0.96079
O 3.90519 -3.54581 -0.98039
C 2.65840 -2.88144 -1.08717
C 1.70509 -3.19087 0.05484
H 3.79480 -5.25156 -3.09906
H 3.26744 -6.66103 -2.15690
H 2.20547 -5.26873 -2.34559
H 4.89139 -5.30609 -0.87377
H 3.34151 -5.31530 -0.06057
H 2.19526 -3.09790 -2.05569
H 2.88004 -1.81052 -1.08445
H 1.44307 -4.24895 0.09628
H 0.78033 -2.62104 -0.05863
H 2.16165 -2.92926 1.01325
C 0.00260 -9.02903 -5.03245
C 0.61629 -8.42207 -3.78228
O 0.66368 -7.00369 -3.80244
C -0.58172 -6.33509 -3.91211
C -1.53832 -6.64296 -2.77279
H 0.55276 -8.70955 -5.92089
H 0.02736 -10.11895 -4.97665
H -1.03716 -8.72591 -5.16570
H 1.65007 -8.76193 -3.69543
H 0.09937 -8.77161 -2.88247
H -1.04225 -6.55114 -4.88197
H -0.35960 -5.26484 -3.90785
H -1.80095 -7.70105 -2.73355
H -2.46222 -6.07302 -2.88886
H -1.08490 -6.38216 -1.81324
C -3.94612 -4.76254 -5.67513
C -4.25535 -5.80700 -6.73381
O -4.66766 -7.05421 -6.19859
C -5.84170 -7.03789 -5.40235
C -7.07285 -6.54356 -6.14176
H -3.17086 -5.12604 -4.99594
H -3.59912 -3.83916 -6.14180
H -4.82272 -4.52210 -5.07076
H -3.34985 -6.00444 -7.31021
H -4.99915 -5.43495 -7.44577
H -5.67146 -6.45586 -4.48982
H -6.00943 -8.06856 -5.08337
H -6.96164 -5.51147 -6.47844
H -7.94903 -6.59127 -5.49247
H -7.25894 -7.15791 -7.02521
C -2.49717 0.29447 -6.82180
C -2.41323 -1.18103 -6.46927
O -1.21403 -1.80155 -6.90237
C -0.00752 -1.27309 -6.37649
C 0.08062 -1.34987 -4.86214
H -2.40002 0.43483 -7.90094
H -3.45431 0.70847 -6.49804
H -1.70472 0.87374 -6.34471
H -3.22951 -1.70795 -6.96630
H -2.55399 -1.33743 -5.39410
H 0.13990 -0.24601 -6.72764
H 0.80119 -1.86514 -6.80935
H -0.70363 -0.76853 -4.37613
H 1.04371 -0.96680 -4.51813
H -0.02369 -2.38468 -4.52659